# C8H13N

An isolated molecule of C8H13N (ωB97M-V/def2-TZVPD, the Open Molecules 2025 dataset).

CARTESIAN COORDINATES (ANGSTROEM)
C1 -3.5321 -0.2311 -0.2616
C2 -2.1242 -0.0564 0.2041
N1 -1.2773 -0.9056 -0.1625
C3 0.3080 -0.7548 0.1994
C4 1.2783 -1.8018 -0.3091
C5 2.3595 -0.6934 -0.4951
C6 1.3641 0.3151 0.1105
C7 1.1572 1.6927 -0.4604
C8 0.7988 -0.1033 1.4265
H1 -4.2652 -0.5456 0.4252
H2 -3.8816 0.6806 -0.5026
H3 -3.6769 -0.9677 -1.1867
H4 -1.8337 0.6819 0.8777
H5 1.0817 -2.1800 -1.2247
H6 1.7223 -2.6531 0.2281
H7 3.1611 -0.9717 0.1397
H8 2.4813 -0.5649 -1.5748
H9 0.3792 2.3926 -0.0279
H10 0.8868 1.6726 -1.5744
H11 2.1392 2.1570 -0.6182
H12 1.5082 -0.5070 2.0978
H13 0.2055 0.5957 1.8006

Cartesian forces, eV/Å:
C 0.75 -3.27 -1.93
C -0.08 -2.27 -0.61
N 4.13 -0.39 -0.46
C -3.69 -1.89 0.21
C 1.43 0.63 1.71
C -2.01 -0.09 0.32
C -0.93 1.32 -1.68
C -0.18 0.84 -2.24
C 2.79 -1.92 -1.68
H -0.44 -0.75 1.55
H -1.26 3.36 -1.41
H 0.83 1.68 1.96
H 0.02 1.89 1.15
H -1.31 -1.08 -2.97
H -0.94 0.23 0.75
H 1.54 0.46 0.00
H 0.76 0.32 0.46
H 1.16 -0.95 0.04
H -0.15 -0.55 1.30
H -0.13 0.46 0.90
H 0.27 -0.95 0.88
H -2.58 2.92 1.72

Output
* LUMO: 1.02 eV
* calculated total energy: -9992.835 eV
* SMILES: C/C=N/[C@@]12CC[C@]1(C)C2
* net charge: 0
* ΔE to the lowest compared entry with this formula, charge and spin: 92.4 kcal/mol
* multiplicity: 1

natural (NBO) atomic charge list, values in e, 8 entries:
1 C -0.65
2 C 0.10
3 N -0.38
4 C 0.11
5 C -0.39
6 C -0.39
7 C -0.04
8 C -0.63